Record 1
This record from OMol25 describes C14H18N2O6SSeW as an isolated structure in a non-equilibrium geometry. The level of theory is wB97M-V/def2-TZVPD.

ORCA input file:
```
! wB97M-V def2-TZVPD RIJCOSX def2/J DEFGRID3
* xyz 4 1
W 0.066 -0.221 -1.927
O -2.226 -1.867 4.270
C -2.171 -2.837 3.292
C -1.575 -2.294 2.069
C -1.390 -3.070 0.899
C -0.788 -2.519 -0.184
N -0.326 -1.203 -0.210
C -0.572 -0.419 0.926
C -1.171 -0.933 2.033
C -0.173 0.985 0.743
C -0.216 1.956 1.692
C 0.128 3.297 1.368
C 0.075 4.329 2.401
O -0.314 3.798 3.607
C 0.510 3.579 0.028
C 0.565 2.579 -0.882
N 0.245 1.255 -0.571
H -2.605 -2.200 5.094
H -3.165 -3.265 3.040
H -1.585 -3.733 3.588
H -1.723 -4.101 0.862
H -0.614 -3.093 -1.085
H -1.373 -0.331 2.911
H -0.511 1.742 2.713
H -0.595 5.143 2.042
H 1.061 4.845 2.439
H -0.332 4.461 4.312
H 0.757 4.591 -0.276
H 0.863 2.767 -1.907
C 2.775 -1.692 -1.450
S 2.597 -0.123 -2.406
C 2.707 -0.743 -4.117
H 2.189 -2.500 -1.895
H 2.553 -1.502 -0.402
H 3.831 -1.981 -1.503
H 3.752 -0.999 -4.307
H 2.437 0.079 -4.781
H 2.074 -1.613 -4.265
O -1.900 -0.112 -2.323
Se -1.332 -0.446 -3.868
O -2.157 -0.684 -5.133
O -0.108 0.708 -3.651
O -0.264 -1.632 -3.187
*
```

Values from the calculation:
LUMO level (spin up / spin down) = -17.618 / -17.613 eV
Electronic energy = -108030.3228 eV
Orbital gap (spin up / spin down) = 0.1511 / 0.1514 Eh
ΔE to the lowest compared entry with this formula, charge and spin = 1.211 eV
Maximum force = 5.74 eV Å⁻¹

These are the natural (NBO) partial charges, in e, on atoms 1 to 6:
1. W 2.2005
2. O -0.6908
3. C -0.1580
4. C 0.2532
5. C -0.1916
6. C 0.0852



Record 2
This record from OMol25 describes C14H18N3O4PdS3 as an isolated structure in a non-equilibrium geometry. The level of theory is wB97M-V/def2-TZVPD.

ORCA input file:
```
! wB97M-V def2-TZVPD RIJCOSX def2/J DEFGRID3
* xyz 1 1
Pd -0.020 0.541 0.944
C -0.821 2.585 1.091
C 0.361 2.630 1.892
C 0.078 1.980 3.083
C -1.302 1.533 3.049
C -1.841 1.889 1.838
H -0.973 3.165 0.194
H 1.257 3.183 1.666
H 0.764 1.871 3.909
H -1.837 1.042 3.846
H -2.882 1.806 1.571
S 0.032 0.949 -1.529
C -1.633 0.470 -1.701
N -2.045 -0.759 -1.433
C -3.421 -1.198 -1.655
C -4.354 -0.026 -1.406
C -3.944 1.138 -2.289
N -2.500 1.363 -2.168
H -1.377 -1.392 -1.025
H -3.631 -2.020 -0.973
H -3.529 -1.563 -2.679
H -4.281 0.264 -0.356
H -5.384 -0.307 -1.617
H -4.460 2.048 -1.987
H -4.194 0.939 -3.333
H -2.124 2.258 -2.435
S 1.431 -2.279 -1.312
C 2.971 -1.695 -0.726
N 3.638 -2.403 0.212
C 4.828 -2.034 0.668
C 5.463 -0.922 0.147
C 4.813 -0.171 -0.812
C 3.548 -0.561 -1.250
H 3.072 -3.075 0.763
H 5.263 -2.648 1.444
H 6.443 -0.642 0.504
H 5.277 0.720 -1.213
H 2.985 0.009 -1.974
O 0.278 -1.835 0.009
S 0.899 -1.768 1.508
O 1.521 -3.047 1.781
O 1.889 -0.648 1.446
O -0.257 -1.392 2.310
*
```

Values from the calculation:
LUMO level (spin up / spin down) = -4.509 / -4.509 eV
Electronic energy = -63447.9174 eV
Orbital gap (spin up / spin down) = 0.2012 / 0.2011 Eh
ΔE to the lowest compared entry with this formula, charge and spin = 1.499 eV
Maximum force = 4.57 eV Å⁻¹

These are the natural (NBO) partial charges, in e, on atoms 1 to 6:
1. Pd 0.6649
2. C -0.1667
3. C -0.3644
4. C -0.1863
5. C -0.2207
6. C -0.3293



Record 3
This record from OMol25 describes one molecule with the formula C14H18N4O4 in a non-equilibrium geometry. The level of theory is wB97M-V/def2-TZVPD.

ORCA input file:
```
! wB97M-V def2-TZVPD RIJCOSX def2/J DEFGRID3
* xyz 0 1
C 2.393 1.040 -3.213
C 1.621 1.855 -2.188
O 0.902 0.992 -1.303
C -0.297 0.586 -1.690
O -0.877 0.943 -2.679
C -0.873 -0.441 -0.708
C -0.775 -1.849 -1.334
O -1.507 -2.750 -1.045
O 0.236 -1.895 -2.181
C 0.597 -3.162 -2.752
C 2.020 -3.505 -2.342
N -0.156 -0.468 0.552
C 0.876 -1.285 0.686
N 1.748 -2.025 0.760
C -0.442 0.471 1.523
N -1.431 1.310 1.253
C -1.724 2.210 2.187
C -2.847 3.147 1.891
C -1.013 2.256 3.381
C 0.009 1.328 3.562
C 0.833 1.287 4.805
N 0.292 0.433 2.624
H 1.701 0.478 -3.835
H 3.059 0.345 -2.709
H 2.978 1.704 -3.844
H 2.294 2.426 -1.545
H 0.912 2.527 -2.682
H -1.923 -0.202 -0.507
H 0.510 -3.052 -3.836
H -0.111 -3.917 -2.400
H 2.283 -4.485 -2.728
H 2.713 -2.767 -2.737
H 2.103 -3.510 -1.257
H -3.128 3.065 0.845
H -2.559 4.171 2.118
H -3.709 2.894 2.508
H -1.245 2.985 4.139
H 1.591 0.514 4.712
H 1.311 2.250 4.972
H 0.200 1.070 5.664
*
```

Values from the calculation:
LUMO level = 0.679 eV
Electronic energy = -28961.0135 eV
Orbital gap = 0.3624 Eh
ΔE to the lowest compared entry with this formula, charge and spin = 0.589 eV
Structure (SMILES) = CCOC(=O)C(C(=O)OCC)N(C#N)c1nc(C)cc(C)n1
Maximum force = 1.10 eV Å⁻¹

These are the natural (NBO) partial charges, in e, on atoms 1 to 6:
1. C -0.6336
2. C -0.0733
3. O -0.5055
4. C 0.8048
5. O -0.5870
6. C -0.2166